[1]
Computed, not measured: 2 unconnected molecules or ions with the total composition C4H13N4 at a distorted geometry, with wB97M-V/def2-TZVPD.

Total energy in eV: -10307.0975
LUMO (spin up / spin down) in hartree: -0.170 / -0.170
HOMO (spin up / spin down) in eV: -12.423 / -12.422
Total charge: +1

Last column: natural (NBO) charge in e.
Positions of all 21 atoms, in Å:
C 0.5975 -0.0162 -2.8923  -0.5896
C -1.6349 1.4021 0.9912  -0.4069
C 0.6388 -0.4100 -1.4099  -0.4525
C -0.1434 0.6012 -0.6574  0.1647
N 0.9323 -1.2701 1.9500  -0.2344
N 1.5347 -0.1991 2.0967  -0.3079
N -0.8697 0.3131 0.3766  -0.0828
N -0.7861 -0.9330 0.8665  -0.6296
H 0.5044 0.9816 -3.1203  0.2160
H -0.1711 -0.5233 -3.2719  0.2157
H 1.4409 -0.4143 -3.3376  0.2273
H -0.9209 1.8815 1.5039  0.2186
H -1.9441 2.0699 0.2126  0.2319
H -2.4036 0.8727 1.5343  0.2268
H 0.4443 -1.4010 -1.2461  0.2437
H 1.7785 -0.2738 -0.9282  0.2302
H -0.2718 1.5997 -0.8582  0.2021
H 0.4549 -1.7072 2.6584  0.4079
H 1.0844 -1.6659 1.0282  0.4465
H 1.3405 0.1305 3.0592  0.3348
H -1.6057 -1.0385 1.4443  0.3376

[2]
Computed, not measured: 2 unconnected molecules or ions with the total composition C4H13N4O at a distorted geometry, with wB97M-V/def2-TZVPD.

Total energy in eV: -12364.8179
⟨S²⟩: 0.753
LUMO (spin up / spin down) in hartree: 0.028 / 0.028
HOMO (spin up / spin down) in eV: -3.493 / -8.305
Spin multiplicity: 2

Last column: Mulliken spin population.
Positions of all 22 atoms, in Å:
C 0.6098 2.4450 0.0818  -0.0177
C -1.2074 1.0497 -0.8192  0.9988
N -0.5423 0.9196 -2.0116  0.0873
N -0.7103 1.8623 0.2430  0.0107
N -2.6020 0.9236 -0.7251  -0.0001
H 0.4295 1.1314 -2.1370  -0.0355
H -0.9344 0.6475 -2.8865  -0.0126
H -0.7495 1.3632 1.1225  0.0358
H -3.0931 1.0489 0.1349  -0.0293
H -3.0845 0.3975 -1.4314  -0.0160
H 1.4033 1.7006 0.1882  0.0077
H 0.8457 3.2325 0.7948  0.0084
H 0.6926 2.8421 -0.9280  0.0036
C 0.0029 -2.3352 1.4183  0.0064
C 1.0884 -1.6984 0.6040  -0.0217
O 0.9056 -0.6988 -0.0669  -0.0303
N 2.3156 -2.3041 0.5685  0.0020
H -0.7577 -2.5865 0.6728  0.0014
H -0.4243 -1.6958 2.1817  0.0015
H 3.0251 -1.8303 0.0417  0.0008
H 2.4979 -3.1027 1.1411  -0.0017
H 0.2890 -3.3120 1.8122  0.0007

[3]
Computed, not measured: 2 unconnected molecules or ions with the total composition C4H13N4O at a distorted geometry, with wB97M-V/def2-TZVPD.

Total energy in eV: -12357.7633
LUMO (spin up / spin down) in hartree: -0.188 / -0.187
HOMO (spin up / spin down) in eV: -13.555 / -13.538
Total charge: +1

Last column: natural (NBO) charge in e.
Positions of all 22 atoms, in Å:
C -2.5783 0.0836 -0.0870  0.6239
C 2.1984 -1.1859 -0.5922  -0.6420
C 2.5574 1.2397 0.0292  -0.6002
C 1.7918 -0.0598 0.3570  0.0734
N -1.8273 -1.0129 0.0032  -0.3666
N -3.8439 -0.0699 -0.4701  -0.7408
N -2.0794 1.3015 0.1325  -0.7680
N -0.7108 -1.0673 0.6759  -0.1647
O 0.4692 0.3087 0.2335  -0.5091
H 1.8296 -0.9774 -1.5935  0.2276
H 3.2805 -1.2683 -0.6267  0.2432
H 1.8070 -2.1486 -0.2630  0.1895
H 2.3798 1.5227 -1.0042  0.2215
H 3.6172 1.0610 0.1834  0.2349
H 2.2304 2.0425 0.6843  0.2242
H 2.0221 -0.3329 1.4017  0.1679
H -4.2017 -0.9981 -0.6199  0.4359
H -4.4252 0.7212 -0.6886  0.4202
H -1.0758 1.3911 0.2540  0.4527
H -2.6070 2.1275 -0.0974  0.4183
H -0.1283 -1.8665 0.4165  0.4413
H -0.7056 -0.8119 1.6714  0.4169

[4]
Computed, not measured: 2 unconnected molecules or ions with the total composition C4H13N4O at a distorted geometry, with wB97M-V/def2-TZVPD.

Total energy in eV: -12361.8523
LUMO in hartree: -0.098
HOMO in eV: -13.309
Total charge: +1

Last column: natural (NBO) charge in e.
Positions of all 22 atoms, in Å:
C 1.4339 0.4065 -1.7641  -0.4525
C 0.0236 1.9112 -0.3958  0.6997
N -1.0686 1.5499 -1.0533  -0.7258
N 1.2300 1.3925 -0.6828  -0.5582
N -0.0660 2.9291 0.5002  -0.7883
H -0.9315 0.8085 -1.7207  0.4399
H -1.9019 2.0838 -0.8921  0.4307
H 1.9620 2.0563 -0.4725  0.4109
H 0.8081 3.2528 0.8881  0.4071
H -0.8327 2.8729 1.1537  0.4211
H 0.6012 -0.3041 -1.9354  0.2435
H 2.1292 -0.3158 -1.3275  0.2434
H 1.6595 0.8557 -2.7106  0.2231
C -0.0858 -1.6715 2.0271  -0.7134
C -0.6097 -1.8464 0.6344  0.6913
O -0.7529 -0.8812 -0.1189  -0.7040
N -1.0891 -3.0632 0.3110  -0.7983
H -0.8626 -1.4620 2.7442  0.2504
H 0.6346 -0.8696 1.9822  0.2345
H -1.4808 -3.3791 -0.5607  0.4146
H -1.2262 -3.7489 1.0379  0.3982
H 0.4256 -2.5775 2.3555  0.2323

[5]
Computed, not measured: 2 unconnected molecules or ions with the total composition C4H13N5 at a distorted geometry, with wB97M-V/def2-TZVPD.

Total energy in eV: -11808.0125
LUMO in hartree: 0.028
HOMO in eV: -8.554
SMILES string: CCC(N)(N)N.N=C=N

Last column: natural (NBO) charge in e.
Positions of all 22 atoms, in Å:
C -0.5790 -0.6677 -0.9887  -0.4335
C -1.2285 -1.8276 -0.2411  -0.6082
C 0.7926 -0.2418 -0.4579  0.4520
N 1.7060 -1.3305 -0.3512  -0.8606
N 1.2885 0.8361 -1.2380  -0.8609
H 1.5288 -2.0717 -1.0140  0.3780
H 2.6763 -1.0485 -0.3952  0.3689
H 2.2083 1.1333 -0.9267  0.3482
H -0.4221 -0.9394 -2.0364  0.2188
H -1.2334 0.2044 -0.9548  0.2336
H -1.5174 -1.5368 0.7664  0.1948
H -0.5603 -2.6863 -0.1816  0.2064
H -2.1315 -2.1387 -0.7624  0.2210
C -0.8249 1.8160 1.1161  0.6787
N 0.5229 0.3277 1.0444  -0.7949
N -0.4299 2.6728 0.2864  -0.8956
N -1.8485 1.4522 1.7257  -0.7631
H 0.6578 1.6443 -1.1211  0.4153
H 1.4147 0.6829 1.3795  0.3749
H 0.2412 -0.4369 1.6485  0.3745
H -0.3635 3.6322 0.5862  0.3933
H -1.8980 0.5240 2.1157  0.3584

[6]
Computed, not measured: 2 unconnected molecules or ions with the total composition C4H13N6 at a distorted geometry, with wB97M-V/def2-TZVPD.

Total energy in eV: -13288.5352
LUMO (spin up / spin down) in hartree: -0.117 / -0.117
HOMO (spin up / spin down) in eV: -11.182 / -11.181
Total charge: +1

Last column: natural (NBO) charge in e.
Positions of all 23 atoms, in Å:
C 1.1888 1.1744 0.3769  0.2592
C 0.3065 0.0307 0.5096  -0.2055
C 1.0356 -1.1155 0.1886  0.1839
C 0.5693 2.5439 0.6267  -0.6708
N 2.4645 1.0602 0.0380  -0.2897
N 2.8128 0.0154 -0.6051  0.0887
N -1.0509 0.1642 1.0482  -0.6936
N -2.4813 -1.2872 -1.0126  -1.1322
N 0.6394 -2.3206 -0.2337  -0.7711
N 4.0505 -0.4318 -0.3176  -0.5600
H -2.8468 -2.2996 -0.9256  0.4075
H 1.3558 3.3051 0.6536  0.2728
H -0.0956 2.6995 1.4750  0.2152
H -0.1079 2.5510 -0.2607  0.2190
H -0.9907 -0.0963 1.9961  0.4369
H -1.4034 1.0539 0.7812  0.4436
H -3.1068 -0.5479 -0.7765  0.3738
H -2.3629 -1.0861 -1.9934  0.3947
H -0.3212 -2.4083 -0.3382  0.3657
H 1.1879 -3.1702 -0.5577  0.4219
H 4.1634 -1.3304 -0.7463  0.3886
H -1.5846 -0.6068 0.6052  0.4660
H 4.4975 -0.2455 0.5814  0.3855